# 1
{"formula": "C4H12N2", "method": "the ωB97M-V functional and the def2-TZVPD basis", "total_charge": 0, "lumo_energy_ha": 0.041, "homo_lumo_gap_ev": 9.8976, "homo_energy_ha": -0.32256, "smiles": "NCCCCN", "max_force_ha_per_bohr": 0.094, "multiplicity": 1, "elements": ["C", "C", "C", "C", "N", "N", "H", "H", "H", "H", "H", "H", "H", "H", "H", "H", "H", "H"], "positions_angstrom": [[1.0804, 0.5735, 1.1314], [0.9984, -0.8092, 0.3492], [-0.2806, -0.8641, -0.3821], [-0.5295, 0.3147, -1.3301], [-1.6099, 0.0961, -2.3718], [0.2186, 0.6830, 2.3305], [0.7753, 1.3107, 0.3773], [2.1449, 0.7919, 1.1939], [1.0812, -1.5564, 1.1766], [1.9406, -1.2910, -0.1079], [-0.5356, -1.9467, -0.7939], [-1.0949, -0.7035, 0.3944], [0.4095, 0.6714, -2.0099], [-0.8849, 1.1145, -0.6791], [-2.5243, 0.6085, -2.1726], [-1.8811, -0.7936, -2.6834], [0.0218, 1.5882, 2.5078], [0.6703, 0.2122, 3.0697]]}



# 2
{"formula": "C12H15P", "method": "the ωB97M-V functional and the def2-TZVPD basis", "total_charge": 0, "lumo_energy_ha": 0.034, "homo_lumo_gap_ev": 8.7867, "homo_energy_ha": -0.28936, "max_force_ha_per_bohr": 0.098, "multiplicity": 1, "elements": ["C", "C", "C", "C", "C", "C", "C", "C", "C", "C", "C", "C", "P", "H", "H", "H", "H", "H", "H", "H", "H", "H", "H", "H", "H", "H", "H", "H"], "positions_angstrom": [[3.6130, 0.2218, 0.2888], [2.9510, 1.3421, -0.1478], [2.9708, -1.0415, 0.3343], [1.6236, 1.2765, -0.5344], [1.6762, -1.0905, -0.2518], [0.9486, 0.0577, -0.5219], [0.8973, -2.2621, -0.3113], [-0.3614, -2.1588, -0.7305], [-0.4919, -0.0853, -1.0493], [-1.6543, -2.9540, -0.7404], [-2.0388, 2.2549, -0.5567], [-1.0094, 0.8196, 1.7802], [-1.7728, 0.4978, 0.1309], [4.5838, 0.2718, 0.7949], [3.4366, 2.2670, -0.1921], [3.5243, -1.8355, 0.7215], [0.9120, 2.2048, -0.7290], [1.2394, -3.2232, 0.0696], [-0.5522, 0.0746, -2.1488], [-1.6582, -3.8762, -1.4114], [-2.5340, -2.3196, -1.0069], [-1.7904, -3.1532, 0.3544], [-1.2342, 2.7658, -1.0150], [-2.2948, 2.8101, 0.3609], [-2.9578, 2.2922, -1.1682], [-0.7510, 1.8411, 1.8765], [-0.1767, 0.2200, 1.9788], [-1.7985, 0.7535, 2.4680]]}



# 3
{"formula": "C6H10O", "method": "the ωB97M-V functional and the def2-TZVPD basis", "total_charge": 0, "lumo_energy_ha": 0.025, "homo_lumo_gap_ev": 8.9008, "homo_energy_ha": -0.30186, "max_force_ha_per_bohr": 0.008, "multiplicity": 1, "elements": ["C", "C", "C", "C", "C", "C", "O", "H", "H", "H", "H", "H", "H", "H", "H", "H", "H"], "positions_angstrom": [[-2.3145, -0.1212, 0.3816], [-1.6325, 1.1216, -0.0686], [-0.2422, 1.1901, 0.4238], [0.3779, 0.4838, -0.8325], [1.0360, -0.8505, -0.5121], [2.3219, -0.7091, 0.2657], [2.8024, 0.3460, 0.5986], [-2.9972, 0.2760, 1.1536], [-1.7087, -0.9102, 0.8619], [-2.9709, -0.5493, -0.3831], [-0.3974, 0.3256, -1.5991], [0.1559, 2.2027, 0.5198], [0.0016, 0.6133, 1.3313], [1.1008, 1.1638, -1.2882], [1.2719, -1.4065, -1.4314], [0.3674, -1.5090, 0.0615], [2.8277, -1.6670, 0.5173]]}



# 4
{"formula": "C38H48As3Cl3F6N4O6PS3Sc", "method": "the ωB97M-V functional and the def2-TZVPD basis", "total_charge": 0, "lumo_energy_ha": 0.015, "homo_lumo_gap_ev": 8.2662, "homo_energy_ha": -0.28850, "max_force_ha_per_bohr": 0.012, "multiplicity": 1, "elements": ["Sc", "F", "C", "F", "F", "S", "O", "O", "N", "S", "O", "O", "C", "F", "F", "F", "N", "C", "C", "C", "C", "C", "C", "P", "C", "C", "C", "C", "C", "C", "C", "C", "C", "C", "C", "C", "H", "H", "H", "H", "H", "H", "H", "H", "H", "H", "H", "H", "H", "H", "H", "H", "C", "As", "C", "C", "C", "C", "C", "As", "C", "C", "C", "As", "C", "C", "H", "H", "H", "H", "H", "H", "H", "H", "H", "H", "H", "H", "H", "H", "H", "H", "H", "H", "H", "H", "H", "H", "H", "H", "H", "H", "H", "C", "C", "C", "C", "N", "C", "S", "N", "H", "H", "H", "H", "H", "Cl", "C", "Cl", "Cl", "C", "O", "O"], "positions_angstrom": [[0.4734, 0.8155, 0.8846], [0.4087, 4.7878, 2.0881], [-0.5743, 4.6831, 2.9764], [-1.6843, 5.2029, 2.4528], [-0.2535, 5.3587, 4.0711], [-0.8804, 2.9059, 3.3888], [-0.8125, 2.2561, 2.0771], [-2.1478, 2.8861, 4.0353], [0.2661, 2.4892, 4.3575], [1.6262, 1.8362, 3.8970], [1.9837, 0.7404, 4.7215], [1.7056, 1.7424, 2.4419], [2.8735, 3.1404, 4.2789], [2.5455, 4.2984, 3.7145], [2.9477, 3.3062, 5.5932], [4.0571, 2.7536, 3.8169], [-1.8355, -1.5648, -1.8544], [-1.0231, -2.4200, -2.6020], [-1.6293, -3.2598, -3.5450], [-0.8695, -4.0839, -4.3456], [0.5181, -4.0888, -4.2284], [1.1131, -3.2597, -3.3006], [0.3649, -2.4169, -2.4717], [1.2591, -1.2939, -1.3194], [2.4394, -2.4652, -0.5701], [3.7294, -2.0888, -0.2070], [4.5790, -3.0038, 0.4017], [4.1403, -4.2839, 0.6941], [2.8433, -4.6562, 0.3654], [2.0045, -3.7574, -0.2692], [2.1878, -0.3928, -2.6212], [3.4824, -0.6620, -3.0528], [4.0157, 0.0274, -4.1341], [3.2606, 0.9756, -4.8073], [1.9659, 1.2452, -4.3870], [1.4440, 0.5738, -3.2941], [-1.4313, -1.2649, -0.9756], [-2.7663, -1.9287, -1.7193], [-2.7097, -3.2482, -3.6397], [-1.3578, -4.7259, -5.0675], [1.1222, -4.7319, -4.8531], [2.1924, -3.2611, -3.2052], [4.0682, -1.0750, -0.3665], [5.5826, -2.6990, 0.6722], [4.8009, -4.9877, 1.1838], [2.4833, -5.6485, 0.6039], [0.9981, -4.0637, -0.5261], [4.0779, -1.4184, -2.5608], [5.0266, -0.1883, -4.4563], [3.6813, 1.5044, -5.6527], [1.3661, 1.9858, -4.9017], [0.4343, 0.7835, -2.9629], [-2.0412, -0.5840, 3.7089], [-2.1340, -0.4428, 1.7658], [-2.7680, -2.2701, 1.4734], [-3.7865, 0.6288, 1.7436], [-4.4046, 1.1826, 0.4500], [-5.7398, 1.8177, 0.8722], [-3.5624, 2.3065, -0.1691], [-1.7083, 2.0302, -0.8008], [-1.2478, 3.9256, -0.7859], [-1.9051, 1.9043, -2.7393], [-4.6294, 0.0385, -0.5479], [-6.1360, 0.1585, -1.8389], [-5.1433, 0.6954, -3.4436], [-6.1257, -1.7641, -2.2426], [-1.5063, 0.2498, 4.1561], [-1.5078, -1.5010, 3.9469], [-3.0586, -0.6128, 4.1007], [-3.6443, -2.4434, 2.0998], [-1.9626, -2.9365, 1.7812], [-3.0193, -2.4745, 0.4359], [-3.5815, 1.4494, 2.4378], [-4.5318, -0.0106, 2.2292], [-5.5810, 2.5090, 1.7020], [-6.4511, 1.0550, 1.1976], [-6.2014, 2.3694, 0.0520], [-3.4691, 3.1160, 0.5609], [-4.0976, 2.7244, -1.0291], [-1.9583, 4.4574, -1.4209], [-0.2355, 4.0522, -1.1626], [-1.3066, 4.3196, 0.2236], [-2.7485, 2.5161, -3.0585], [-2.0417, 0.8749, -3.0613], [-0.9953, 2.3088, -3.1820], [-4.8329, -0.8864, 0.0005], [-3.7226, -0.1251, -1.1333], [-4.9106, 1.7583, -3.4055], [-5.7733, 0.5196, -4.3155], [-4.2194, 0.1258, -3.5473], [-6.5453, -2.3184, -1.4041], [-5.1133, -2.1223, -2.4405], [-6.7388, -1.9528, -3.1232], [5.6827, -0.1225, 2.6524], [4.5574, -1.0056, 3.0976], [4.7156, -1.9957, 4.0579], [3.5934, -2.7429, 4.3681], [2.4151, -2.5531, 3.7900], [2.3676, -1.5813, 2.8778], [0.8011, -1.3560, 2.1038], [3.3810, -0.8019, 2.5096], [6.6407, -0.4471, 3.0563], [5.4935, 0.9007, 2.9758], [5.7295, -0.1072, 1.5627], [5.6666, -2.1749, 4.5393], [3.6425, -3.5341, 5.1096], [3.6465, 4.0846, 0.6104], [3.6231, 2.8643, -0.6756], [5.1845, 2.0566, -0.7686], [3.2465, 3.6271, -2.2228], [2.5129, 1.8623, -0.2997], [2.7817, 0.7566, 0.1675], [1.3107, 2.2616, -0.4174]]}